82
Properties=species:S:1:pos:R:3:forces:R:3:lowdin_charge:R:1 method="wB97M-V/def2-TZVPD" homo_ev=-7.7 lumo_energy_ev=0.896 max_force_ev_per_a=1.3 charge=-1 gap_ev=8.60 e_tot_ha=-2524.27710 mol_weight_g_mol=521.86
Cl 0.0300 -0.2627 -0.2340 0.0827 -0.1988 -0.1589 0.175
O 1.4218 -2.0560 -5.0773 0.1371 -0.1704 -0.7233 -0.060
H 1.2750 -2.4527 -4.2186 0.0281 0.1481 0.5832 -0.012
H 0.6464 -1.5153 -5.2276 -0.1381 0.2275 0.1179 0.009
O 1.7260 3.9454 -1.6912 -0.2922 0.8204 0.1321 -0.062
H 2.2168 3.4906 -1.0067 0.4165 -0.1429 0.2895 -0.024
H 1.6291 3.2967 -2.3884 -0.0790 -0.4078 -0.6217 -0.007
O 2.2219 -2.4414 3.4003 0.5336 -0.1751 -0.1256 -0.050
H 1.8267 -1.6484 3.7625 -0.2444 0.7360 0.1698 0.010
H 1.8995 -3.1475 3.9603 -0.3038 -0.1598 0.2219 0.048
O -0.5868 2.9848 -0.2817 -0.7242 0.0713 0.1509 -0.064
H -0.3896 2.0675 -0.0925 -0.0148 -0.6112 -0.0171 -0.067
H 0.2672 3.3850 -0.4456 0.4978 0.4331 -0.5597 0.004
O -0.2249 -4.6751 -1.8052 0.4624 -0.0040 -0.5617 -0.043
H -0.9773 -4.2823 -1.3628 -0.2006 -0.0852 0.2772 -0.013
H 0.3188 -5.0177 -1.0957 0.2005 -0.1385 0.3583 0.048
O 3.8209 0.5798 3.1519 0.6362 0.4337 0.0731 -0.068
H 3.7920 0.2071 2.2707 -0.0298 -0.2622 -0.4061 -0.022
H 3.0360 0.2403 3.5819 -0.2382 0.0645 0.3367 -0.035
O 1.6008 4.2231 2.1740 -0.1671 0.5413 0.1474 -0.037
H 2.0210 3.5976 1.5838 0.2498 -0.5186 -0.3820 -0.006
H 2.2952 4.8408 2.4030 0.0033 0.1753 0.2111 0.058
O 2.7377 2.5338 0.3762 0.2144 0.0819 -0.0731 -0.025
H 2.4738 1.6329 0.1895 -0.3194 -0.6020 0.1104 0.049
H 3.6890 2.4901 0.4725 0.3714 -0.0603 0.1614 0.091
O -0.5125 -3.3439 3.6649 0.4637 -0.1586 0.8204 -0.050
H -0.6280 -3.0105 2.7751 -0.4172 0.0560 -0.6349 -0.004
H -0.7037 -4.2794 3.5974 -0.1157 -0.1414 -0.0387 0.048
O -1.5226 1.0652 2.1754 0.0502 0.0956 0.3069 -0.076
H -1.1291 0.5189 1.4949 0.4278 -0.3268 -0.5324 -0.079
H -2.2415 1.5175 1.7340 -0.7887 0.3998 -0.2619 0.041
O 3.1044 -0.9381 0.8606 0.5528 0.2345 -0.0275 -0.066
H 2.4970 -1.4057 1.4338 -0.2334 -0.2614 0.2160 0.003
H 2.6224 -0.8249 0.0414 -0.2094 -0.0810 -0.3405 -0.027
O 1.4970 0.1350 4.5860 0.2962 -0.9569 0.1565 -0.042
H 1.0208 -0.2851 5.3023 -0.1616 0.0074 0.3053 0.061
H 0.9801 0.9134 4.3783 -0.4617 1.1384 -0.4015 0.023
O -1.4553 3.0410 -3.9642 -0.1803 0.2728 -0.1364 -0.033
H -2.3296 3.4212 -4.0501 -0.0355 0.3296 -0.1719 0.037
H -1.6112 2.1028 -3.8557 0.2932 -0.7043 0.2523 0.020
O -1.5576 -2.8162 1.0823 0.1490 0.1848 0.6338 -0.073
H -0.9820 -2.1702 0.6729 0.5172 0.7038 -0.2218 -0.075
H -2.0306 -3.2138 0.3513 -0.2459 -0.2989 0.0233 -0.033
O -1.5795 -0.6384 4.2749 0.0384 -0.2712 0.7091 -0.055
H -1.2717 -0.0051 3.6264 -0.3087 0.4369 -0.3932 -0.026
H -0.8984 -1.3106 4.2960 -0.0488 -0.4572 0.0366 -0.018
O 0.0492 2.6444 3.7466 0.1472 -0.5853 1.0368 -0.055
H 0.5425 3.1733 3.1195 0.5003 0.6072 -0.1500 -0.021
H -0.5406 2.1190 3.2059 -0.5352 -0.2268 -0.3815 -0.023
O -1.3450 5.1005 1.3509 -0.4482 0.7003 0.4748 -0.065
H -1.1239 4.1725 1.2722 0.1378 -0.3315 -0.2438 -0.017
H -1.0021 5.4977 0.5504 0.1048 -0.0610 -0.1508 0.023
O -0.6034 0.1060 -3.4078 -0.3162 0.3446 -1.0791 -0.067
H -1.3787 -0.4549 -3.4334 -0.1798 -0.3616 0.1147 0.006
H -0.3073 0.0647 -2.4985 0.2510 0.0576 0.8917 -0.074
O -2.7589 -4.2354 -0.7451 -0.3474 -0.1962 -0.5100 -0.015
H -3.4207 -4.8780 -0.4893 -0.0993 -0.2783 0.2624 0.092
H -3.1335 -3.7961 -1.5085 -0.2541 0.3335 -0.0858 0.046
O -3.6298 -0.6110 -0.5898 -0.4202 0.0026 -0.0346 -0.050
H -3.1790 -0.9199 0.1961 0.2387 -0.0345 0.4949 0.030
H -3.2006 -1.0732 -1.3098 0.1953 -0.0582 -0.2518 -0.015
O -3.2932 3.7408 -1.4920 -0.5041 0.4566 -0.3480 -0.033
H -2.3546 3.5557 -1.5238 0.9002 -0.1476 0.3257 0.018
H -3.6233 3.4540 -2.3435 -0.1962 -0.0490 -0.0682 0.035
O -3.9762 1.9854 0.4133 -0.1624 -0.2877 0.9981 -0.062
H -3.8712 1.2198 -0.1516 0.0339 -0.4909 -0.1949 -0.020
H -3.8647 2.7336 -0.1733 0.2131 0.5254 -0.2452 -0.023
O 4.1848 -1.3150 -2.6769 0.6252 0.4352 -0.1032 -0.064
H 4.4949 -2.2031 -2.4998 -0.0381 -0.1424 0.1086 0.025
H 3.2379 -1.4079 -2.7819 -0.4395 -0.2258 0.0137 -0.020
O 1.2790 2.3566 -3.9915 0.5910 0.1342 -0.0785 -0.043
H 0.4505 2.7978 -4.1789 -0.4310 0.2438 -0.0179 0.001
H 1.1422 1.4553 -4.2833 -0.0269 -0.3535 0.0997 0.029
O 1.5723 -2.3065 -2.1815 0.3940 -0.1684 -0.5739 -0.081
H 1.2783 -3.2114 -2.0766 -0.2453 -0.4525 0.1335 0.017
H 1.0328 -1.8064 -1.5690 -0.4061 0.5177 0.4693 -0.084
O -3.1116 -1.9177 -3.0312 0.2435 -0.0668 0.0554 -0.018
H -3.0852 -2.8397 -3.2872 0.2274 -0.2125 -0.3771 0.054
H -3.8179 -1.5427 -3.5572 -0.3381 0.2047 -0.0986 0.073
O 2.2161 -4.2421 1.4282 -0.2387 -0.8899 -0.6772 -0.065
H 3.1651 -4.3033 1.5366 0.1988 0.1292 -0.0241 0.034
H 1.9403 -3.6023 2.0846 -0.0390 0.5296 0.2041 -0.040



66
Properties=species:S:1:pos:R:3:forces:R:3:lowdin_charge:R:1 method="wB97M-V/def2-TZVPD" homo_ev="-12.1 / -12.5" multiplicity=4 lumo_energy_ev="-3.638 / -3.706" max_force_ev_per_a=2.0 charge=+1 gap_ev="8.48 / 8.75" e_tot_ha=-2104.87722 de_lowest_kj_mol=90.4 mol_weight_g_mol=390.43
V -2.7402 22.3239 -20.3675 -1.5351 0.9037 -0.8243 1.117
O -4.5437 23.2609 -20.4147 0.6424 -0.4069 -0.2239 -0.364
H -4.7287 23.4990 -21.3299 0.1776 -0.0184 0.0560 -0.005
C -7.5269 21.6621 -21.5921 0.0231 0.5212 0.0321 -0.072
C -7.4890 22.9549 -22.4031 -0.7823 -0.2390 -0.1924 -0.318
O -7.2391 24.1246 -21.6405 0.3465 -0.1388 -0.1639 -0.071
H -6.6166 21.4549 -21.0221 0.1028 -0.0165 -0.3130 0.042
H -7.7650 20.8615 -22.2935 0.0498 -0.2297 0.2405 0.079
H -8.3197 21.7597 -20.8494 -0.0876 -0.1744 -0.0725 0.085
H -8.4966 23.0757 -22.8113 0.1008 0.1834 -0.0118 0.115
H -6.8450 22.8856 -23.2921 0.2876 -0.0049 0.2275 0.099
H -6.3858 23.9916 -21.2148 -0.2139 0.1081 0.3827 0.024
C -4.5632 27.5914 -18.1815 0.0833 0.0516 0.4961 -0.080
C -5.0353 26.3959 -18.9539 -1.0836 0.0666 -0.0382 -0.309
O -4.0949 25.3344 -18.8229 -0.0205 -0.0155 -0.2460 -0.118
H -4.5886 27.3776 -17.1099 0.2054 -0.1061 -0.0657 0.081
H -5.2153 28.4549 -18.3059 0.0443 0.0146 -0.3109 0.084
H -3.5393 27.8378 -18.4641 -0.0481 0.1746 -0.0037 0.069
H -5.2719 26.6382 -20.0005 0.6198 -0.0234 -0.0524 0.108
H -6.0175 26.0685 -18.5733 0.2716 -0.0530 0.2129 0.116
H -4.4534 24.5922 -19.3579 0.1426 -0.0369 0.0021 0.023
C -6.0954 22.8768 -16.2850 0.4546 0.2822 0.2581 -0.082
C -6.6680 22.6223 -17.6673 0.2578 0.1743 0.4480 -0.289
O -5.7504 21.8277 -18.4341 0.0086 0.1423 -0.0879 -0.120
H -5.6517 21.9526 -15.9110 -0.1791 -0.0069 0.1409 0.075
H -6.8112 23.2669 -15.5586 -0.2528 -0.2762 -0.1630 0.077
H -5.2982 23.6291 -16.2932 0.0333 -0.1562 -0.3049 0.068
H -6.8236 23.5754 -18.1805 -0.1953 -0.0689 -0.0588 0.106
H -7.6229 22.1036 -17.5882 -0.0103 -0.0841 -0.1305 0.112
H -5.4667 22.4055 -19.1603 0.0416 -0.2151 -0.2649 -0.001
C -3.0610 21.8483 -24.7888 0.8714 -0.3646 0.1476 -0.062
C -3.0709 23.0040 -23.8090 -1.3594 0.4373 -0.8891 -0.261
O -2.3366 22.7901 -22.5975 0.3163 -0.5086 0.6293 -0.127
H -2.0264 21.5300 -24.9799 -0.1399 -0.0316 0.0627 0.091
H -3.4509 22.1235 -25.7662 -0.2131 0.2546 0.1086 0.091
H -3.6158 20.9871 -24.4259 -0.0731 -0.0104 0.0220 0.066
H -4.1111 23.2097 -23.5357 0.1633 -0.1068 0.3587 0.110
H -2.7572 23.9200 -24.3154 0.4597 -0.0242 0.3164 0.127
H -1.4010 22.7254 -22.8213 0.0045 0.0690 -0.1061 0.110
C -2.9301 19.0772 -22.1621 0.7583 -0.1515 0.9977 -0.066
C -4.1530 19.3026 -21.3178 -0.0697 0.8964 -0.2509 -0.215
O -3.9163 20.4379 -20.4114 0.5869 -0.4009 0.1274 -0.171
H -3.0098 18.1410 -22.7080 -0.1078 0.2017 -0.4241 0.095
H -2.0386 18.9640 -21.5276 -0.2222 -0.0976 0.0529 0.089
H -2.7281 19.9476 -22.7765 -0.1421 -0.1428 -0.4437 0.041
H -4.4488 18.4428 -20.7265 0.0752 -0.0738 0.0554 0.130
H -4.9779 19.6120 -21.9637 -0.1497 -0.1953 0.1701 0.116
H -4.3382 20.2386 -19.5633 -0.2859 0.3246 -0.0072 0.096
C -2.9475 28.6242 -21.5148 0.0207 -0.0008 0.0052 -0.081
C -3.0173 27.7032 -22.7233 0.2036 0.5594 0.1039 -0.294
O -3.2771 26.3545 -22.3010 0.0757 0.0627 -0.2116 -0.096
H -2.2315 28.2600 -20.7747 -0.1068 -0.1557 -0.0023 0.067
H -3.9328 28.7100 -21.0553 0.0731 -0.0306 0.1223 0.070
H -2.6116 29.6283 -21.7808 -0.0910 -0.0447 -0.2025 0.081
H -2.0761 27.7471 -23.2816 0.0168 -0.2663 0.1270 0.109
H -3.7765 28.0802 -23.4132 -0.1419 -0.2566 0.0567 0.116
H -4.1007 26.0585 -22.6951 -0.0645 0.0876 0.0132 0.077
C 0.2833 25.2000 -19.4773 0.1920 0.3531 -0.6555 -0.054
C -0.7850 24.8679 -20.5135 0.5394 0.0508 0.0291 -0.256
O -1.9337 24.2268 -19.9373 0.2649 -0.4377 0.0496 -0.187
H 0.1396 26.1748 -19.0139 -0.3093 -0.2169 0.3529 0.081
H 1.2443 25.2957 -19.9934 -0.0560 -0.1283 0.0098 0.084
H 0.3759 24.3915 -18.7569 -0.0444 0.1143 0.1989 0.081
H -0.3283 24.1800 -21.2336 -0.3219 -0.1893 0.0718 0.105
H -1.1185 25.7277 -21.0924 -0.0480 0.0670 0.1064 0.109
H -2.5625 24.8812 -19.5351 -0.1599 0.0050 -0.0709 0.084